This record from OMol25 describes a structure of composition C32H27CrN6O9S2. The level of theory is ωB97M-V/def2-TZVPD.

Properties
LUMO (spin up / spin down) (eV): -1.03 / -1.16
Energy relative to the best compared isomer or geometry (same formula, charge and spin) (kJ/mol): 0.00
E_HOMO (spin up / spin down) (eV): -8.33 / -8.33
F_max (Eh/bohr): 0.0018

Structure (ORCA input):
```
! RIJCOSX wB97M-V def2-TZVPD def2/J DEFGRID3
* xyz 0 4
O 2.1837 -5.7618 -1.9271
C 0.7113 3.1035 0.5941
H -1.1492 3.8447 1.3748
C 0.8421 -0.5448 0.4088
N -2.9433 0.4240 0.3411
C 0.4414 -4.2456 0.7790
C -0.5579 -3.5236 0.1197
H -0.3007 3.9776 3.6937
H -5.2186 1.1968 3.3291
O 2.3645 -5.7264 0.3753
O -1.9173 -2.8309 -3.1523
H 2.7297 -0.7008 1.4739
C 2.1777 3.3435 4.6158
H 3.9717 -5.9171 -0.9050
H -1.2628 -2.9372 0.6921
C 1.2512 -0.8551 -0.9769
H 3.6932 -2.1260 -2.9132
C 2.9372 -6.2555 -0.8206
C -4.2414 0.6499 0.1524
H -0.0017 2.1312 -5.3833
N -0.4525 -0.2398 0.5143
N -3.0191 3.1732 -2.6874
H 2.8798 -7.3451 -0.7976
N -1.1896 2.6941 -3.9194
O -1.0488 1.9641 -0.9043
O 1.3985 0.1928 5.0505
C -4.5783 0.9760 2.4856
H -0.9144 3.6507 -3.7212
H 3.2100 -1.5833 -0.5315
O -2.2214 -1.7286 -1.2317
N 0.3116 -0.6119 -1.9155
C 0.2121 -4.2901 -2.0535
Cr -1.5186 0.0383 -1.1502
H -4.5841 0.5862 -0.8731
C -0.1302 3.5581 1.6055
C -0.6707 -3.5359 -1.2636
H 3.0276 2.6768 4.7535
H 3.4941 2.5013 2.4059
C -0.9990 0.0958 1.6860
C -1.6753 -2.6756 -1.9737
H 1.9232 -1.7098 -4.6264
H -0.2477 -0.7321 -3.8847
N -0.2190 1.8356 -4.4402
S 0.0858 2.9437 -1.0410
C 2.0196 2.7457 0.8721
H 0.5377 -4.2413 1.8559
C 1.3067 -4.9575 -0.0135
C 0.3515 3.6344 2.8988
C -2.2650 2.2432 -3.2836
C -2.4363 0.4325 1.5880
O -0.4708 4.2165 -1.4616
C 2.0267 0.0232 3.9942
H -2.5636 4.0216 -2.3722
H -0.6211 0.3959 3.8080
C -3.2333 0.7157 2.6856
H 0.1069 -4.3007 -3.1292
C 1.6646 3.2661 3.2069
H -3.7633 2.8235 -2.1096
H 1.4099 3.0418 5.3265
C -0.2349 0.1258 2.8343
O 3.2423 0.0115 3.7400
H 2.4879 4.3649 4.8501
H -6.1455 1.1096 1.0088
C 1.7664 -1.4645 -3.5861
S -2.7194 0.5787 -3.2210
C 1.6648 -0.5146 1.5183
C 2.7413 -1.6949 -2.6324
H 2.6576 2.3931 0.0724
C 2.4881 2.8278 2.1762
H -2.8052 0.7202 3.6773
O 1.1421 2.4092 -1.8767
C 2.4812 -1.3900 -1.3053
H 0.6044 1.9083 -3.8432
C 1.1919 -4.9793 -1.3950
C 1.1226 -0.1589 2.7456
C 0.5560 -0.9226 -3.1883
C -5.0971 0.9340 1.2009
*
```


This record from OMol25 describes a structure of composition C32H27HgN4O5Se. The level of theory is ωB97M-V/def2-TZVPD.

Properties
LUMO (spin up / spin down) (eV): 4.32 / 4.32
Energy relative to the best compared isomer or geometry (same formula, charge and spin) (kJ/mol): 0.00
E_HOMO (spin up / spin down) (eV): -0.11 / -2.02
F_max (Eh/bohr): 0.0014

Structure (ORCA input):
```
! RIJCOSX wB97M-V def2-TZVPD def2/J DEFGRID3
* xyz -2 2
C -1.8838 0.1603 -4.1527
C 3.2726 -0.0265 5.3484
H -4.1239 -4.4429 -2.6468
C -2.1404 -3.6042 -2.7189
C 3.9851 2.8118 -1.9098
C 5.2053 4.7283 -2.7393
Se 3.1739 1.1159 -2.2945
N -0.7446 0.8389 -2.1593
C -2.5481 -0.1329 0.9249
H 2.1687 -1.7376 4.6510
H -4.8289 0.8153 -4.3985
C -2.8992 -0.2232 -2.0145
H -4.8023 -1.4020 -3.2732
H 4.3422 1.8086 5.6937
C -3.2975 -4.0395 -2.0681
N -0.0143 -2.5060 1.4604
H -3.8327 -1.7640 -4.7070
C -1.1253 -3.0648 -1.9527
C 2.5884 -0.7701 4.3972
C -1.3362 0.7914 2.7660
H -2.0526 -3.6525 -3.7975
C 2.4207 -0.3157 3.0948
C 3.6312 1.6932 3.6863
H 4.7390 4.9505 0.6013
H -3.7070 -0.6246 -1.4173
H -3.6372 -2.3948 2.1850
H -0.8715 -2.9325 1.8287
C 4.6947 4.5530 -0.4063
H -2.5338 -1.3625 3.8911
C 2.9174 0.9643 2.6920
H 3.4028 -0.4001 6.3570
O 2.7049 1.4534 1.5214
C -3.4122 -3.9582 -0.6986
C -2.3932 -0.0203 2.2714
H 0.0506 1.0819 -4.0271
H -3.3387 -0.7618 0.5446
C -0.0471 -2.3218 0.1151
H -1.1696 0.9189 3.8280
H 2.0438 -1.0108 1.0581
H -3.7918 -0.1289 3.8840
O 0.7979 -1.6770 -0.5193
C -3.2321 -0.8166 3.2394
N -0.5159 1.1022 0.5417
H 4.0250 2.6632 3.4015
C -1.7672 0.3690 -1.3886
H 4.4942 3.1198 -3.9693
C -2.3650 -3.4575 0.1296
H 5.7663 6.2034 -1.2790
C -1.2024 -2.9804 -0.5628
C 5.2723 5.2553 -1.4571
H 0.4705 1.7899 2.2104
H -0.2329 -2.6645 -2.4197
O -2.5013 -3.4460 1.4126
C -0.8161 0.7156 -3.4816
C -2.9614 -0.3309 -3.3748
H 5.6460 5.2637 -3.5730
C 1.7110 -1.1053 2.0831
C 3.7972 1.2105 4.9684
C -1.6291 0.4705 0.0262
H -1.8898 0.0870 -5.2324
C 4.5613 3.5191 -2.9642
C -0.4241 1.2789 1.8781
O -4.8838 -0.0343 -4.8480
O -4.1569 -1.6913 2.6475
H 3.6284 2.7909 0.2157
N 0.7099 -1.8258 2.4151
C 4.0609 3.3363 -0.6196
H -4.3096 -4.2955 -0.1916
C -4.1488 -0.9645 -4.0336
Hg 1.2861 1.0267 -0.6729
*
```


This record from OMol25 describes a structure of composition C32H27N15O2RbSb. The level of theory is ωB97M-V/def2-TZVPD.

Properties
LUMO (eV): 3.94
Energy relative to the best compared isomer or geometry (same formula, charge and spin) (kJ/mol): 111.20
E_HOMO (eV): -2.52
F_max (Eh/bohr): 0.1119

Structure (ORCA input):
```
! RIJCOSX wB97M-V def2-TZVPD def2/J DEFGRID3
* xyz -2 1
H 1.9359 4.6702 -1.0356
N -0.1824 -2.7956 1.2381
C 1.4377 1.4056 1.3964
H 4.7863 -1.7294 -6.6196
H 3.2084 0.3301 0.8722
N -1.1031 -4.2540 2.6511
H 1.3997 -1.1990 5.3787
C 2.5406 0.8922 -3.5946
N 4.3337 -3.5346 1.9425
N -2.0575 -3.3856 2.2259
N 3.6817 -1.3021 -2.9072
C -3.1573 -0.8041 -2.0605
C -0.1100 4.0825 -1.2018
N 0.3779 0.5682 3.3709
H -4.7668 -1.4164 2.4012
N -2.6547 1.1239 2.6783
C 4.7324 -2.6237 -4.6954
H -2.5180 3.0635 5.3701
C -3.7303 0.3843 3.0171
C -2.2922 2.1203 3.4888
Sb -0.6085 3.2842 2.7746
C -1.2385 3.9757 -1.9728
H -4.4419 1.7469 6.0707
C 4.4884 -1.6544 -5.6167
N 1.1889 0.6471 -3.2869
C -2.3683 3.2473 0.0677
H -4.1459 -0.9423 -3.9401
H 1.2206 -5.0290 3.1253
C 2.4194 0.3941 1.5283
C -2.9236 2.3631 4.6986
C -2.2270 0.1197 -4.0667
H -4.9097 0.0523 1.3479
N 3.3276 -4.0848 2.6552
Rb 1.0663 -1.4407 -0.8669
C 1.0373 -1.5151 4.4353
H -2.2663 0.3720 -5.1177
C -1.2169 3.5425 0.7585
H -5.4067 -0.0136 4.3624
O 0.1442 1.5708 -5.1090
C 3.3344 -0.4170 -3.8492
C 2.3157 -0.5335 2.5073
H 1.1442 5.0033 -2.6455
H 5.3610 -3.4784 -5.0414
C 1.2609 -0.4498 3.3952
H -0.0427 -1.6525 4.4519
H -3.2177 2.8225 0.5808
H -1.9425 -0.2982 -0.2344
H -1.2784 4.2238 -3.0643
N -1.5796 -2.5225 1.4813
N -1.1296 0.4495 -1.9479
C -0.0308 -3.8789 2.0145
O 3.0183 1.9543 -3.6664
N 3.9720 -3.3377 0.7470
H 2.9066 -1.4746 2.6033
C -4.0370 1.5765 5.0347
H 1.6695 3.4105 -2.1589
C 2.3652 -4.1963 1.7609
H 1.6173 -2.4051 4.2538
N 2.6718 -3.7934 0.5562
C -4.2518 -0.5594 1.9836
C 0.4872 1.4802 2.4205
C 0.1581 1.0442 -3.9681
N -0.0690 3.8811 0.1518
H 1.4684 2.0547 0.5621
C 3.9040 -0.5205 -5.1544
N 1.1328 -4.6230 2.1675
C -1.1656 0.5822 -3.2865
H -3.9911 -1.2488 -1.5078
C -2.3946 3.4758 -1.3075
C -4.4818 0.5775 4.1976
H 4.6800 -2.9889 -2.4682
C -3.2688 -0.5323 -3.4165
H -3.3118 3.2034 -1.8814
C 1.2337 4.3704 -1.8178
C -2.0581 -0.2617 -1.3301
H 3.6298 0.3244 -5.9035
C 4.4020 -2.3817 -3.3526
H -3.4833 -1.1118 1.3682
*
```